1.
60
Properties=species:S:1:pos:R:3 method="wB97M-V/def2-TZVPD" e_tot_ha=-2229.56495 fmax_ev_per_a=1.1 homo_energy_ha=-0.3180 relative_energy_kcal_mol=0.00
C -4.461 -0.001 2.925
S -3.993 -1.403 1.874
C -4.631 -0.842 0.249
C -3.518 -0.848 -0.788
C -2.480 0.241 -0.472
N -2.987 1.528 -0.886
S -2.613 2.816 0.094
O -3.221 3.969 -0.494
O -2.986 2.437 1.427
C -0.833 2.980 0.018
C -0.283 3.539 -1.122
C 1.090 3.652 -1.265
C 1.869 3.188 -0.219
C 1.292 2.633 0.935
C -0.072 2.509 1.074
O 2.283 2.277 1.801
C 3.476 2.585 1.219
O 4.550 2.387 1.712
N 3.228 3.143 -0.017
C 4.260 3.587 -0.912
C -1.143 -0.054 -1.159
O -0.730 0.643 -2.068
N -0.506 -1.128 -0.675
C 0.682 -1.707 -1.290
C 0.318 -2.997 -2.028
C 0.060 -4.123 -1.033
C 1.346 -4.434 -0.276
C 2.008 -3.200 0.272
C 2.961 -3.330 1.278
C 3.622 -2.228 1.783
C 3.343 -0.965 1.285
C 2.399 -0.826 0.287
C 1.729 -1.932 -0.227
H -4.065 -0.211 3.913
H -5.545 0.065 2.968
H -4.027 0.914 2.530
H -5.435 -1.518 -0.041
H -5.020 0.165 0.383
H -3.937 -0.653 -1.777
H -3.044 -1.831 -0.803
H -2.328 0.287 0.612
H -2.750 1.730 -1.850
H -0.950 3.892 -1.892
H 1.531 4.078 -2.151
H -0.539 2.092 1.950
H 5.217 3.387 -0.430
H 4.204 3.041 -1.855
H 4.164 4.656 -1.104
H -0.905 -1.626 0.106
H 1.028 -0.954 -2.008
H 1.146 -3.274 -2.682
H -0.561 -2.817 -2.650
H -0.285 -5.015 -1.558
H -0.722 -3.831 -0.330
H 1.147 -5.134 0.538
H 2.052 -4.923 -0.957
H 3.182 -4.314 1.665
H 4.357 -2.349 2.564
H 3.863 -0.104 1.675
H 2.165 0.148 -0.119

***

2.
60
Properties=species:S:1:pos:R:3 method="wB97M-V/def2-TZVPD" e_tot_ha=-1906.55713 fmax_ev_per_a=1.2 homo_energy_ha=-0.3154 relative_energy_kcal_mol=33.88
C -7.960 -1.715 -1.282
O -6.987 -0.896 -0.679
C -5.741 -1.406 -0.480
C -5.336 -2.690 -0.831
C -4.034 -3.087 -0.574
C -3.123 -2.240 0.026
C -3.529 -0.956 0.380
N -2.677 -0.028 0.994
C -1.383 -0.169 1.345
O -0.694 -1.158 1.211
C -0.820 1.130 1.950
N -0.683 2.175 0.951
C -1.709 3.037 0.757
O -2.785 2.904 1.311
C -1.435 4.152 -0.236
O -0.081 4.537 -0.337
C 0.794 3.494 -0.422
C 1.999 3.658 -1.091
C 2.883 2.596 -1.190
C 2.547 1.373 -0.642
S 3.644 -0.036 -0.888
O 4.968 0.389 -0.529
O 3.418 -0.502 -2.225
N 3.075 -1.138 0.191
C 2.311 -2.264 -0.287
C 3.170 -3.518 -0.583
C 4.666 -3.234 -0.448
C 5.139 -3.151 1.009
C 4.117 -2.531 1.961
C 3.636 -1.151 1.520
C 1.365 1.199 0.048
C 0.494 2.270 0.190
C -4.829 -0.545 0.126
H -8.862 -1.107 -1.336
H -8.162 -2.608 -0.683
H -7.665 -2.013 -2.293
H -6.017 -3.381 -1.300
H -3.726 -4.084 -0.849
H -2.115 -2.563 0.221
H -3.105 0.875 1.185
H 0.157 0.930 2.392
H -1.506 1.500 2.718
H -1.993 5.041 0.067
H -1.812 3.824 -1.220
H 2.222 4.619 -1.525
H 3.825 2.698 -1.703
H 1.522 -2.479 0.440
H 1.840 -1.921 -1.208
H 2.970 -3.843 -1.604
H 2.892 -4.335 0.085
H 4.891 -2.301 -0.967
H 5.225 -4.026 -0.950
H 6.062 -2.569 1.044
H 5.366 -4.156 1.374
H 4.566 -2.430 2.952
H 3.255 -3.192 2.059
H 4.469 -0.446 1.502
H 2.884 -0.790 2.237
H 1.130 0.231 0.457
H -5.157 0.448 0.392

***

3.
59
Properties=species:S:1:pos:R:3 method="wB97M-V/def2-TZVPD" e_tot_ha=-1790.38416 fmax_ev_per_a=1.2 homo_energy_ha=-0.2998 relative_energy_kcal_mol=22.63
C -9.580 -1.744 -0.143
C -8.440 -2.241 -1.020
O -7.174 -2.047 -0.393
C -6.624 -0.827 -0.511
O -7.134 0.074 -1.129
C -5.322 -0.729 0.196
C -4.837 -1.776 0.976
C -3.624 -1.635 1.625
C -2.895 -0.467 1.501
C -3.376 0.585 0.718
N -2.587 1.732 0.649
C -2.766 2.835 -0.113
O -3.677 3.044 -0.880
C -1.658 3.870 0.102
S -0.116 3.450 -0.776
C 0.623 2.374 0.369
N 0.061 1.853 1.433
N 0.976 1.081 2.041
C 2.080 1.142 1.356
C 3.341 0.421 1.678
N 3.659 -0.498 0.607
C 4.949 -0.885 0.271
C 6.073 -0.094 0.500
C 7.319 -0.502 0.063
C 7.494 -1.699 -0.618
C 8.856 -2.137 -1.065
C 6.372 -2.483 -0.851
C 5.124 -2.088 -0.416
N 1.918 1.963 0.271
C 2.850 2.291 -0.776
C 2.664 1.387 -1.990
C -4.596 0.451 0.066
H -9.494 -0.669 -0.002
H -9.549 -2.231 0.828
H -10.530 -1.962 -0.621
H -8.511 -3.319 -1.187
H -8.445 -1.714 -1.980
H -5.411 -2.683 1.069
H -3.241 -2.441 2.234
H -1.948 -0.356 2.009
H -1.716 1.690 1.195
H -1.975 4.818 -0.331
H -1.410 3.988 1.156
H 3.197 -0.085 2.643
H 4.151 1.145 1.789
H 2.984 -1.246 0.523
H 5.994 0.848 1.022
H 8.175 0.129 0.257
H 8.785 -2.867 -1.868
H 9.441 -1.288 -1.412
H 9.394 -2.598 -0.235
H 6.474 -3.421 -1.379
H 4.264 -2.715 -0.607
H 3.861 2.180 -0.380
H 2.681 3.335 -1.056
H 1.651 1.477 -2.375
H 2.856 0.352 -1.720
H 3.360 1.680 -2.770
H -4.990 1.248 -0.544

***

4.
63
Properties=species:S:1:pos:R:3 method="wB97M-V/def2-TZVPD" charge=+2 e_tot_ha=-3459.32694 fmax_ev_per_a=0.4 homo_energy_ha="-0.4854 / -0.4854" relative_energy_kcal_mol=0.00
Tl 0.231 -0.933 -1.056
C 3.328 -0.514 -3.445
C 2.306 0.152 -4.361
S 0.578 -0.241 -3.959
C -0.224 1.375 -3.927
C 0.280 2.397 -2.915
S 0.351 1.834 -1.187
C 2.077 2.200 -0.741
C 3.188 1.619 -1.602
S 3.178 -0.195 -1.665
H 3.272 -1.601 -3.527
H 4.328 -0.226 -3.769
H 2.412 1.235 -4.352
H 2.486 -0.175 -5.385
H -0.160 1.809 -4.926
H -1.277 1.156 -3.745
H 1.270 2.767 -3.173
H -0.391 3.257 -2.943
H 2.159 3.288 -0.711
H 2.164 1.856 0.288
H 3.165 2.007 -2.618
H 4.134 1.946 -1.169
N -4.066 -0.376 0.861
C -3.623 -0.592 2.153
C -4.228 -0.377 3.387
C -3.504 -0.754 4.498
C -2.231 -1.336 4.382
C -1.638 -1.541 3.154
C -2.345 -1.140 2.014
N -2.018 -1.228 0.657
C -3.082 -0.783 0.024
C -3.246 -0.847 -1.427
C -4.424 -0.849 -2.111
S -4.138 -1.135 -3.766
C -2.474 -1.239 -3.455
N -2.133 -1.052 -2.206
H -4.956 0.012 0.599
H -5.216 0.053 3.474
H -3.929 -0.612 5.482
H -1.709 -1.636 5.280
H -0.665 -2.004 3.082
H -5.428 -0.746 -1.733
H -1.766 -1.442 -4.243
N -1.457 -4.901 1.382
C -0.517 -4.234 1.233
H -1.976 -5.729 1.602
N 0.872 -0.226 1.570
C 1.613 0.801 2.227
C 0.992 2.003 2.549
C 1.737 3.032 3.107
C 3.095 2.870 3.343
C 3.707 1.665 3.027
C 2.971 0.630 2.469
H 1.191 -1.140 1.873
H -0.108 -0.174 1.823
H -0.070 2.131 2.369
H 1.249 3.962 3.367
H 3.670 3.673 3.783
H 4.762 1.524 3.221
H 3.454 -0.309 2.220
O 1.008 -4.260 -1.244
S 1.325 -3.268 -0.243
N 0.449 -3.441 1.100

***

Please write out number 3 again, unchanged.
59
Properties=species:S:1:pos:R:3 method="wB97M-V/def2-TZVPD" e_tot_ha=-1790.38416 fmax_ev_per_a=1.2 homo_energy_ha=-0.2998 relative_energy_kcal_mol=22.63
C -9.580 -1.744 -0.143
C -8.440 -2.241 -1.020
O -7.174 -2.047 -0.393
C -6.624 -0.827 -0.511
O -7.134 0.074 -1.129
C -5.322 -0.729 0.196
C -4.837 -1.776 0.976
C -3.624 -1.635 1.625
C -2.895 -0.467 1.501
C -3.376 0.585 0.718
N -2.587 1.732 0.649
C -2.766 2.835 -0.113
O -3.677 3.044 -0.880
C -1.658 3.870 0.102
S -0.116 3.450 -0.776
C 0.623 2.374 0.369
N 0.061 1.853 1.433
N 0.976 1.081 2.041
C 2.080 1.142 1.356
C 3.341 0.421 1.678
N 3.659 -0.498 0.607
C 4.949 -0.885 0.271
C 6.073 -0.094 0.500
C 7.319 -0.502 0.063
C 7.494 -1.699 -0.618
C 8.856 -2.137 -1.065
C 6.372 -2.483 -0.851
C 5.124 -2.088 -0.416
N 1.918 1.963 0.271
C 2.850 2.291 -0.776
C 2.664 1.387 -1.990
C -4.596 0.451 0.066
H -9.494 -0.669 -0.002
H -9.549 -2.231 0.828
H -10.530 -1.962 -0.621
H -8.511 -3.319 -1.187
H -8.445 -1.714 -1.980
H -5.411 -2.683 1.069
H -3.241 -2.441 2.234
H -1.948 -0.356 2.009
H -1.716 1.690 1.195
H -1.975 4.818 -0.331
H -1.410 3.988 1.156
H 3.197 -0.085 2.643
H 4.151 1.145 1.789
H 2.984 -1.246 0.523
H 5.994 0.848 1.022
H 8.175 0.129 0.257
H 8.785 -2.867 -1.868
H 9.441 -1.288 -1.412
H 9.394 -2.598 -0.235
H 6.474 -3.421 -1.379
H 4.264 -2.715 -0.607
H 3.861 2.180 -0.380
H 2.681 3.335 -1.056
H 1.651 1.477 -2.375
H 2.856 0.352 -1.720
H 3.360 1.680 -2.770
H -4.990 1.248 -0.544

***

Copy entry 1 word for word.
60
Properties=species:S:1:pos:R:3 method="wB97M-V/def2-TZVPD" e_tot_ha=-2229.56495 fmax_ev_per_a=1.1 homo_energy_ha=-0.3180 relative_energy_kcal_mol=0.00
C -4.461 -0.001 2.925
S -3.993 -1.403 1.874
C -4.631 -0.842 0.249
C -3.518 -0.848 -0.788
C -2.480 0.241 -0.472
N -2.987 1.528 -0.886
S -2.613 2.816 0.094
O -3.221 3.969 -0.494
O -2.986 2.437 1.427
C -0.833 2.980 0.018
C -0.283 3.539 -1.122
C 1.090 3.652 -1.265
C 1.869 3.188 -0.219
C 1.292 2.633 0.935
C -0.072 2.509 1.074
O 2.283 2.277 1.801
C 3.476 2.585 1.219
O 4.550 2.387 1.712
N 3.228 3.143 -0.017
C 4.260 3.587 -0.912
C -1.143 -0.054 -1.159
O -0.730 0.643 -2.068
N -0.506 -1.128 -0.675
C 0.682 -1.707 -1.290
C 0.318 -2.997 -2.028
C 0.060 -4.123 -1.033
C 1.346 -4.434 -0.276
C 2.008 -3.200 0.272
C 2.961 -3.330 1.278
C 3.622 -2.228 1.783
C 3.343 -0.965 1.285
C 2.399 -0.826 0.287
C 1.729 -1.932 -0.227
H -4.065 -0.211 3.913
H -5.545 0.065 2.968
H -4.027 0.914 2.530
H -5.435 -1.518 -0.041
H -5.020 0.165 0.383
H -3.937 -0.653 -1.777
H -3.044 -1.831 -0.803
H -2.328 0.287 0.612
H -2.750 1.730 -1.850
H -0.950 3.892 -1.892
H 1.531 4.078 -2.151
H -0.539 2.092 1.950
H 5.217 3.387 -0.430
H 4.204 3.041 -1.855
H 4.164 4.656 -1.104
H -0.905 -1.626 0.106
H 1.028 -0.954 -2.008
H 1.146 -3.274 -2.682
H -0.561 -2.817 -2.650
H -0.285 -5.015 -1.558
H -0.722 -3.831 -0.330
H 1.147 -5.134 0.538
H 2.052 -4.923 -0.957
H 3.182 -4.314 1.665
H 4.357 -2.349 2.564
H 3.863 -0.104 1.675
H 2.165 0.148 -0.119